No. 1
A molecular structure, C2Cl2F2O at a distorted geometry, computed with ωB97M-V/def2-TZVPD.

Each line ends with the Mulliken charge.
Element x y z (Å)
C  1.076  0.153  -0.455  0.46
C  -0.713  -0.003  0.251  0.47
O  1.289  0.262  -1.619  -0.36
F  -1.271  1.181  0.405  -0.17
F  -0.674  -0.688  1.467  -0.20
Cl  2.049  0.025  0.877  -0.06
Cl  -1.757  -0.931  -0.925  -0.14

The HOMO energy is -10.811 eV. The energy above the lowest of the compared OMol25 structures with the same formula, charge and spin is 0.935 eV.



No. 2
2 unconnected molecules or ions with the total composition C4H12NOS at a distorted geometry, computed with ωB97M-V/def2-TZVPD.

Each line ends with the Mulliken charge.
Element x y z (Å)
C  -1.789  -1.177  -0.749  -1.01
C  2.050  1.529  -2.003  -0.87
C  -1.967  -1.507  0.746  -0.44
C  0.258  0.081  1.585  0.73
N  0.793  1.090  2.211  -0.35
O  1.039  -0.771  0.907  -0.46
S  -1.432  -0.116  1.845  -0.04
H  -2.182  -1.940  -1.334  0.35
H  -2.379  -0.227  -1.065  0.30
H  -0.867  -0.841  -1.252  0.27
H  1.326  0.799  -2.087  0.10
H  2.822  1.158  -1.383  0.26
H  2.449  1.777  -3.033  0.29
H  -1.347  -2.416  1.025  0.35
H  -3.019  -1.660  1.129  0.37
H  1.544  2.424  -1.526  0.24
H  1.794  0.997  2.288  0.27
H  0.317  1.860  2.696  0.25
H  0.589  -1.061  -0.001  0.38

The HOMO energy is -14.636 eV. Its net charge is +1. The energy above the lowest of the compared OMol25 structures with the same formula, charge and spin is 1.116 eV.



No. 3
A molecular structure, C28H50B2Mg2NO29 at a distorted geometry, computed with ωB97M-V/def2-TZVPD.

Each line ends with the Mulliken charge.
Element x y z (Å)
Mg  2.140  -0.385  -2.105  1.24
Mg  -2.970  1.419  0.741  0.40
O  -2.309  3.165  0.475  -0.47
C  -2.061  4.272  -0.014  0.37
O  -2.501  5.387  0.381  -0.89
B  -1.938  6.443  -0.498  1.39
O  -1.109  5.741  -1.531  -0.67
C  -1.189  4.472  -1.299  0.27
O  -0.758  3.552  -2.018  -0.63
O  -1.177  7.425  0.332  -0.54
C  -1.662  8.617  0.244  0.63
O  -1.264  9.639  0.765  -0.64
C  -2.946  8.522  -0.680  0.62
O  -3.116  7.261  -1.081  -0.48
O  -3.597  9.523  -1.050  -0.65
O  1.590  0.384  1.906  -0.37
C  2.440  -0.487  2.062  0.38
O  2.964  -0.899  3.201  -0.54
B  4.042  -1.826  2.843  1.20
O  4.042  -1.977  1.385  -0.51
C  3.067  -1.342  0.846  0.58
O  2.772  -1.231  -0.376  -1.30
O  3.972  -3.169  3.515  -0.40
C  4.942  -3.235  4.392  0.59
O  5.116  -4.096  5.224  -0.60
C  5.836  -1.959  4.307  0.51
O  5.326  -1.235  3.290  -0.57
O  6.873  -1.730  4.968  -0.62
N  -0.480  -0.214  -0.515  -0.50
O  0.403  0.194  -1.231  -0.42
O  -1.345  0.559  -0.155  -0.39
O  -0.566  -1.433  -0.156  -0.35
C  2.752  -6.688  3.054  -0.90
O  1.749  -5.756  2.830  -0.36
C  1.565  -5.289  1.465  -0.65
C  0.203  -4.485  1.409  0.06
O  -0.998  -5.275  1.475  -0.48
C  -2.120  -4.533  1.783  -0.69
H  3.321  -6.555  3.974  0.32
H  3.583  -6.572  2.359  0.32
H  2.412  -7.709  2.881  0.35
H  1.730  -6.186  0.869  0.59
H  2.335  -4.651  1.033  0.23
H  0.063  -4.072  0.410  0.11
H  0.255  -3.630  2.083  0.24
H  -2.906  -5.122  2.256  0.41
H  -2.435  -3.968  0.905  0.24
H  -1.958  -3.760  2.534  0.26
C  -3.633  1.141  -2.270  -1.01
O  -3.930  1.391  -0.875  0.31
C  -5.117  2.253  -0.797  -0.67
C  -5.606  2.089  0.648  -0.83
O  -4.469  2.237  1.537  0.42
C  -4.903  2.598  2.880  -0.99
H  -3.275  2.018  -2.810  0.22
H  -4.489  0.663  -2.747  0.42
H  -2.830  0.409  -2.352  0.10
H  -5.908  1.845  -1.426  0.47
H  -4.919  3.290  -1.068  0.32
H  -5.749  1.044  0.921  0.25
H  -6.421  2.772  0.887  0.52
H  -4.004  2.581  3.497  0.19
H  -5.578  1.839  3.276  0.35
H  -5.335  3.598  2.900  0.29
C  1.617  -3.345  -2.363  -0.86
O  1.325  -1.979  -2.710  1.10
C  0.736  -1.837  -4.038  -0.82
C  0.420  -0.305  -4.261  -0.21
O  1.545  0.360  -3.735  0.22
C  1.549  1.712  -4.287  -1.03
H  0.704  -3.915  -2.532  0.40
H  1.766  -3.535  -1.300  -0.02
H  2.494  -3.895  -2.706  0.29
H  -0.165  -2.447  -4.101  0.55
H  1.310  -2.201  -4.890  0.26
H  -0.451  -0.088  -3.643  -0.36
H  0.170  -0.086  -5.299  0.72
H  0.709  2.279  -3.885  0.41
H  1.473  1.752  -5.373  0.39
H  2.449  2.277  -4.048  0.20
C  4.334  -1.914  -3.750  -1.09
O  3.823  -0.900  -2.937  0.23
C  4.907  -0.132  -2.358  -0.93
C  4.472  1.272  -2.131  -0.64
O  3.142  1.190  -1.534  0.53
C  2.824  2.405  -0.940  -0.88
H  4.678  -2.832  -3.275  0.34
H  5.086  -1.570  -4.459  0.39
H  3.628  -2.387  -4.432  0.25
H  5.824  -0.054  -2.942  0.65
H  5.259  -0.684  -1.486  0.28
H  4.564  1.752  -3.106  0.26
H  5.245  1.607  -1.440  0.43
H  3.625  2.786  -0.306  0.36
H  1.956  2.292  -0.291  0.06
H  2.547  3.081  -1.749  0.36
C  -0.892  2.103  2.997  -1.05
O  -2.063  1.421  2.488  0.32
C  -2.117  0.009  2.953  -0.74
C  -3.376  -0.757  2.470  -0.74
O  -3.541  -0.384  1.147  1.21
C  -4.211  -1.341  0.351  -0.55
H  -0.157  1.481  3.508  0.41
H  -1.052  2.960  3.652  0.39
H  -0.357  2.673  2.237  0.13
H  -2.108  0.035  4.042  0.68
H  -1.175  -0.524  2.823  0.20
H  -4.266  -0.456  3.022  0.30
H  -3.184  -1.822  2.604  0.38
H  -4.270  -1.058  -0.700  0.12
H  -5.189  -1.683  0.689  0.36
H  -3.527  -2.189  0.333  -0.32

As for the expectation value of S²: 0.752. The HOMO energy (alpha / beta) is -3.508 / -7.678 eV. As for the spin multiplicity: 2.



No. 4
A molecular structure, C7H8NO4S at a distorted geometry, computed with ωB97M-V/def2-TZVPD.

Each line ends with the Mulliken charge.
Element x y z (Å)
C  -1.409  -1.369  1.550  -0.53
C  -0.940  -1.184  2.835  -0.72
C  0.733  -0.860  1.430  -0.82
C  -0.383  -1.032  0.621  0.72
C  1.203  1.187  -0.547  0.56
C  0.552  0.943  -2.882  -1.38
C  0.038  0.998  -1.516  0.62
N  0.426  -0.976  2.751  0.00
O  0.885  1.775  0.541  -0.80
O  2.321  0.722  -0.923  -0.76
O  -1.910  -1.382  -1.439  -0.54
O  -1.023  1.776  -1.260  -0.61
S  -0.494  -1.243  -1.103  0.19
H  -2.428  -1.565  1.258  0.42
H  -1.408  -1.145  3.764  0.46
H  1.695  -0.571  1.159  0.55
H  1.539  0.498  -2.683  0.32
H  -0.020  0.276  -3.473  0.35
H  0.400  1.994  -3.244  0.33
H  1.203  -0.783  3.418  0.27
H  -0.980  1.941  -0.256  0.37

As for the expectation value of S²: 2.013. The HOMO energy (alpha / beta) is -1.376 / -4.805 eV. Its net charge is -1. As for the spin multiplicity: 3. The energy above the lowest of the compared OMol25 structures with the same formula, charge and spin is 0.000 eV.



no.,total energy (eV)
1,-34599.911
2,-18707.950
3,-102959.665
4,-27901.460